No. 1
{
  "formula": "C41H39BF2IrN2O4P",
  "method": "ωB97M-V/def2-TZVPD",
  "e_tot_ha": -2666.36728,
  "largest_force_ev_per_a": 4.74,
  "e_above_lowest_kcal_mol": 53.0,
  "gap_ev": [3.91, 5.20],
  "multiplicity": 5,
  "s_squared": 6.03,
  "species": ["Ir", "O", "C", "C", "C", "C", "C", "C", "C", "P", "C", "C", "C", "C", "C", "C", "C", "C", "C", "C", "C", "C", "H", "H", "H", "H", "H", "H", "H", "H", "H", "H", "H", "H", "H", "H", "F", "C", "F", "H", "C", "N", "N", "C", "O", "C", "C", "C", "C", "C", "C", "C", "C", "C", "H", "H", "H", "H", "H", "H", "H", "H", "H", "H", "H", "H", "C", "C", "C", "C", "C", "C", "C", "C", "O", "B", "O", "C", "C", "H", "H", "H", "H", "H", "H", "H", "H", "H", "H", "H", "H"],
  "positions_angstrom": [[-0.137, 0.247, 0.044], [-0.408, -2.503, 0.250], [0.044, -1.634, 0.994], [0.661, -1.681, 2.245], [0.890, -2.966, 2.827], [1.589, -3.093, 3.991], [2.088, -1.964, 4.661], [1.866, -0.706, 4.136], [1.164, -0.534, 2.951], [0.991, 1.074, 2.161], [2.409, 2.019, 2.849], [3.663, 1.814, 2.279], [4.767, 2.507, 2.741], [4.628, 3.420, 3.775], [3.387, 3.614, 4.360], [2.280, 2.923, 3.900], [-0.400, 1.940, 2.999], [-0.766, 3.207, 2.546], [-1.830, 3.871, 3.127], [-2.549, 3.274, 4.150], [-2.193, 2.013, 4.598], [-1.114, 1.352, 4.035], [0.502, -3.831, 2.309], [1.760, -4.074, 4.409], [2.651, -2.084, 5.572], [2.258, 0.160, 4.650], [3.767, 1.105, 1.468], [5.738, 2.348, 2.295], [5.483, 3.981, 4.126], [3.281, 4.312, 5.179], [1.316, 3.077, 4.364], [-0.207, 3.678, 1.752], [-2.105, 4.854, 2.774], [-3.378, 3.796, 4.606], [-2.759, 1.541, 5.389], [-0.818, 0.380, 4.404], [1.196, 1.695, -1.865], [0.113, 2.033, -1.082], [0.542, 3.127, -0.375], [-0.686, 2.374, -1.757], [-3.177, -4.166, -3.943], [-2.067, -3.253, -3.814], [-2.208, -2.057, -3.128], [-0.982, -1.678, -2.594], [-0.788, -0.573, -2.074], [-0.096, -2.759, -2.897], [-0.788, -3.690, -3.607], [-0.338, -4.981, -4.187], [-3.345, -1.256, -3.299], [-3.850, -0.546, -2.214], [-4.986, 0.224, -2.376], [-5.622, 0.290, -3.605], [-5.102, -0.396, -4.690], [-3.964, -1.166, -4.546], [-4.110, -3.608, -3.936], [-3.189, -4.890, -3.121], [-3.096, -4.706, -4.887], [0.929, -2.796, -2.597], [0.741, -5.071, -4.102], [-0.616, -5.035, -5.239], [-0.799, -5.822, -3.670], [-3.342, -0.599, -1.263], [-5.378, 0.770, -1.533], [-6.520, 0.877, -3.723], [-5.573, -0.324, -5.659], [-3.544, -1.688, -5.394], [-6.623, 2.977, 5.074], [-6.877, 2.684, 3.587], [-8.220, 1.963, 3.418], [-6.957, 4.013, 2.832], [-5.760, 1.792, 3.065], [-5.584, 0.533, 3.643], [-4.576, -0.338, 3.265], [-3.709, 0.099, 2.287], [-2.597, -0.483, 1.772], [-2.057, 0.421, 0.864], [-2.870, 1.548, 0.799], [-3.875, 1.353, 1.691], [-4.893, 2.208, 2.059], [-7.324, 3.726, 5.437], [-5.612, 3.354, 5.212], [-6.738, 2.080, 5.676], [-9.028, 2.594, 3.778], [-8.240, 1.032, 3.975], [-8.395, 1.733, 2.370], [-7.807, 4.588, 3.194], [-7.093, 3.854, 1.764], [-6.060, 4.607, 2.991], [-6.249, 0.217, 4.431], [-4.449, -1.302, 3.731], [-4.972, 3.172, 1.587]]
}

***

No. 2
{
  "formula": "C41H39Br2Cl3GeN6O5SW",
  "method": "ωB97M-V/def2-TZVPD",
  "e_tot_ha": -11361.18793,
  "largest_force_ev_per_a": 1.88,
  "e_above_lowest_kcal_mol": 49.3,
  "charge": 1,
  "gap_ev": [6.09, 4.71],
  "multiplicity": 2,
  "s_squared": 0.78,
  "species": ["W", "Br", "C", "C", "C", "C", "C", "C", "N", "N", "C", "C", "C", "C", "O", "C", "N", "C", "C", "C", "C", "H", "H", "H", "H", "H", "H", "H", "H", "H", "C", "C", "C", "C", "C", "C", "C", "S", "O", "O", "N", "C", "C", "O", "O", "H", "H", "H", "H", "H", "H", "H", "H", "H", "C", "C", "C", "C", "C", "C", "C", "C", "C", "C", "C", "C", "N", "H", "H", "H", "H", "H", "H", "H", "H", "H", "H", "H", "H", "H", "H", "H", "H", "H", "Br", "C", "C", "C", "C", "C", "N", "H", "H", "H", "H", "Cl", "Ge", "Cl", "Cl"],
  "positions_angstrom": [[0.078, -0.094, -0.063], [3.190, 4.092, -5.045], [1.675, 4.907, -4.259], [0.492, 4.993, -4.975], [-0.613, 5.593, -4.393], [-0.542, 6.049, -3.084], [0.661, 6.007, -2.388], [1.776, 5.437, -2.983], [-1.714, 6.656, -2.518], [-2.222, 6.200, -1.484], [-1.674, 5.016, -0.879], [-1.145, 5.091, 0.383], [-0.572, 3.967, 1.005], [-0.567, 2.779, 0.326], [0.002, 1.645, 0.754], [-1.175, 2.672, -0.927], [-1.165, 1.418, -1.441], [-1.858, 1.212, -2.541], [-2.523, 2.240, -3.225], [-2.469, 3.519, -2.751], [-1.777, 3.770, -1.546], [0.441, 4.611, -5.986], [-1.537, 5.703, -4.947], [0.733, 6.433, -1.398], [2.723, 5.413, -2.459], [-1.142, 6.047, 0.892], [-0.133, 4.039, 1.990], [-1.924, 0.199, -2.904], [-3.076, 1.993, -4.119], [-2.981, 4.324, -3.262], [-6.434, -4.195, 3.244], [-5.610, -3.264, 2.401], [-5.463, -3.475, 1.030], [-4.723, -2.603, 0.247], [-4.083, -1.525, 0.846], [-4.232, -1.286, 2.205], [-4.993, -2.150, 2.970], [-3.175, -0.362, -0.122], [-2.762, 0.703, 0.766], [-3.978, -0.065, -1.277], [-1.769, -1.049, -0.568], [-1.745, -2.291, -1.307], [-0.368, -2.901, -1.097], [-0.050, -3.972, -1.536], [0.419, -2.133, -0.358], [-6.873, -4.991, 2.646], [-7.244, -3.653, 3.735], [-5.828, -4.653, 4.027], [-5.957, -4.318, 0.564], [-4.688, -2.744, -0.826], [-3.758, -0.419, 2.648], [-5.123, -1.950, 4.028], [-1.919, -2.160, -2.382], [-2.479, -3.019, -0.952], [3.198, 2.219, 1.101], [4.308, 1.528, 0.319], [4.892, 2.459, -0.748], [4.081, 0.086, -0.096], [5.028, -0.579, -0.841], [5.094, -1.969, -0.804], [4.335, -2.711, 0.116], [3.361, -2.123, 0.871], [2.847, -2.856, 2.098], [2.439, -1.894, 3.211], [1.837, -3.978, 1.842], [3.022, -0.753, 0.488], [1.788, -0.269, 0.498], [3.581, 3.171, 1.473], [2.877, 1.630, 1.961], [2.327, 2.422, 0.483], [5.124, 1.367, 1.043], [4.129, 2.795, -1.446], [5.697, 2.008, -1.325], [5.304, 3.337, -0.250], [5.782, -0.032, -1.390], [5.847, -2.477, -1.394], [4.571, -3.756, 0.277], [3.751, -3.367, 2.447], [1.710, -1.166, 2.868], [3.303, -1.342, 3.589], [2.003, -2.443, 4.046], [0.909, -3.609, 1.421], [1.630, -4.480, 2.789], [2.239, -4.714, 1.146], [0.342, 1.205, 3.629], [-0.580, -0.395, 3.274], [-1.091, -1.000, 4.416], [-1.638, -2.263, 4.330], [-1.666, -2.875, 3.094], [-1.185, -2.186, 2.007], [-0.640, -0.954, 2.053], [-1.018, -0.480, 5.358], [-2.024, -2.756, 5.213], [-2.076, -3.864, 2.947], [-1.239, -2.637, 1.034], [0.184, 0.143, -4.564], [0.966, -0.316, -2.617], [2.547, -1.707, -2.973], [1.879, 1.598, -1.977]]
}

***

No. 3
{
  "formula": "C41H39Br2Cl3GeN6O5SW",
  "method": "ωB97M-V/def2-TZVPD",
  "e_tot_ha": -11361.12933,
  "largest_force_ev_per_a": 2.75,
  "e_above_lowest_kcal_mol": 86.1,
  "charge": 1,
  "gap_ev": [5.92, 6.02],
  "multiplicity": 2,
  "s_squared": 0.76,
  "species": ["W", "Br", "C", "C", "C", "C", "C", "C", "N", "N", "C", "C", "C", "C", "O", "C", "N", "C", "C", "C", "C", "H", "H", "H", "H", "H", "H", "H", "H", "H", "C", "C", "C", "C", "C", "C", "C", "S", "O", "O", "N", "C", "C", "O", "O", "H", "H", "H", "H", "H", "H", "H", "H", "H", "C", "C", "C", "C", "C", "C", "C", "C", "C", "C", "C", "C", "N", "H", "H", "H", "H", "H", "H", "H", "H", "H", "H", "H", "H", "H", "H", "H", "H", "H", "Br", "C", "C", "C", "C", "C", "N", "H", "H", "H", "H", "Cl", "Ge", "Cl", "Cl"],
  "positions_angstrom": [[0.506, -0.002, -1.657], [0.437, 3.596, 5.807], [-1.043, 3.816, 4.655], [-0.882, 4.524, 3.472], [-1.960, 4.681, 2.618], [-3.191, 4.140, 2.966], [-3.360, 3.495, 4.181], [-2.276, 3.304, 5.025], [-4.399, 4.326, 2.186], [-4.437, 4.102, 0.977], [-3.295, 3.507, 0.303], [-2.701, 4.188, -0.720], [-1.560, 3.665, -1.386], [-1.126, 2.434, -1.013], [-0.030, 1.809, -1.515], [-1.829, 1.638, -0.088], [-1.400, 0.363, 0.036], [-1.949, -0.400, 0.950], [-3.013, 0.060, 1.756], [-3.511, 1.322, 1.578], [-2.904, 2.175, 0.625], [0.074, 4.969, 3.232], [-1.843, 5.261, 1.714], [-4.344, 3.144, 4.463], [-2.395, 2.792, 5.969], [-3.071, 5.169, -0.985], [-1.042, 4.224, -2.153], [-1.568, -1.410, 1.046], [-3.441, -0.614, 2.484], [-4.365, 1.663, 2.148], [4.857, 0.323, 5.294], [4.016, -0.223, 4.176], [2.745, 0.296, 3.924], [1.964, -0.196, 2.896], [2.474, -1.217, 2.101], [3.733, -1.752, 2.330], [4.495, -1.254, 3.375], [1.509, -1.981, 0.851], [0.279, -2.441, 1.494], [1.061, -0.523, 0.066], [0.904, -2.045, -1.971], [1.478, -2.464, -3.243], [0.995, -1.424, -4.248], [1.015, -1.560, -5.429], [0.519, -0.314, -3.637], [4.344, 1.124, 5.823], [5.803, 0.714, 4.914], [5.100, -0.457, 6.016], [2.361, 1.093, 4.546], [0.971, 0.196, 2.717], [4.109, -2.556, 1.709], [5.475, -1.672, 3.570], [1.185, -3.454, -3.572], [2.565, -2.423, -3.163], [-1.011, -4.719, -0.363], [-0.288, -4.962, -1.691], [1.232, -4.962, -1.524], [-0.954, -4.106, -2.779], [-1.519, -4.824, -3.826], [-2.382, -4.246, -4.737], [-2.811, -2.954, -4.518], [-2.297, -2.171, -3.485], [-3.069, -0.885, -3.219], [-3.794, -1.008, -1.875], [-2.294, 0.407, -3.348], [-1.245, -2.719, -2.719], [-0.408, -1.895, -1.866], [-0.684, -5.444, 0.384], [-2.090, -4.822, -0.487], [-0.797, -3.729, 0.034], [-0.533, -5.980, -2.002], [1.633, -4.010, -1.190], [1.739, -5.248, -2.448], [1.493, -5.705, -0.770], [-1.285, -5.878, -3.908], [-2.773, -4.823, -5.564], [-3.584, -2.530, -5.145], [-3.838, -0.851, -3.994], [-3.095, -1.235, -1.072], [-4.528, -1.814, -1.907], [-4.318, -0.081, -1.629], [-1.544, 0.440, -2.551], [-2.934, 1.278, -3.204], [-1.754, 0.501, -4.287], [4.133, -0.487, -0.991], [3.814, 1.048, 0.123], [4.854, 1.459, 0.942], [4.618, 2.567, 1.735], [3.382, 3.199, 1.678], [2.435, 2.704, 0.804], [2.652, 1.636, 0.033], [5.799, 0.937, 0.953], [5.396, 2.938, 2.389], [3.168, 4.065, 2.287], [1.467, 3.181, 0.693], [3.647, 0.551, -4.303], [2.252, 1.554, -3.057], [3.174, 3.358, -2.335], [0.903, 2.537, -4.473]]
}